DFT (ωB97M-V/def2-TZVPD) results for a molecular structure, C11H17NSi at a distorted geometry.

The geometry in XYZ format:
```
30
Properties=species:S:1:pos:R:3:forces:R:3
C 0.648204 -2.617634 0.173622 -2.1 -2.1 -1.2
C -0.573822 -2.255624 -0.460170 1.5 -2.8 3.0
C 1.495923 -1.486733 0.194135 0.5 0.6 -0.1
C 1.048582 -0.379265 -0.429683 -4.9 -2.9 0.0
C 1.967804 0.690195 -0.554726 0.2 -1.7 1.4
C 3.056204 0.325928 0.120513 1.2 -0.4 0.2
C 2.894436 -1.104783 0.659363 -1.5 0.8 -1.6
C 4.345293 1.101404 0.351154 -1.4 -1.2 -3.5
C -2.001762 -0.239987 1.814334 2.2 -0.4 -0.5
C -3.507578 -0.309817 -1.074192 1.9 0.6 3.9
C -1.369993 2.028740 -0.246896 2.6 -3.7 -0.2
N -0.757482 -1.023209 -0.793799 3.9 5.4 -0.6
Si -1.863266 0.128862 0.004175 -1.4 0.4 -3.1
H 0.781505 -3.732167 0.374585 0.4 2.0 0.1
H -1.473808 -2.870906 -0.399762 0.3 -0.3 -0.3
H 1.785125 1.576932 -0.980654 -0.5 3.1 -1.7
H 2.955615 -1.164735 1.723032 0.7 -0.4 0.7
H 3.520470 -1.705939 0.036297 1.2 -0.7 0.4
H 4.469222 1.886711 -0.402907 -0.4 0.5 0.7
H 5.179733 0.483000 0.107208 0.7 -0.8 0.4
H 4.275714 1.347704 1.334747 0.7 1.4 2.8
H -0.891552 -0.411364 2.069262 -1.4 1.0 0.3
H -2.604641 0.417953 2.408634 0.3 0.7 0.5
H -2.356686 -1.212472 2.028869 -0.8 -1.3 -0.2
H -3.755737 -1.324885 -0.773348 -0.4 0.0 -0.3
H -4.138302 0.449663 -0.627613 -0.9 -0.1 -0.4
H -3.298426 -0.175586 -2.081659 0.2 0.2 -1.8
H -0.931306 2.441375 -1.154134 -0.3 -0.5 -0.3
H -2.125125 2.614692 0.085215 -2.4 1.9 1.1
H -0.562954 2.019926 0.492006 0.1 0.6 0.2
```
Positions in Å, forces in eV/Å.

Values from the calculation:
Energy above the lowest of the compared OMol25 structures with the same formula, charge and spin, eV: 2.261
Frontier orbital gap, eV: 7.90
HOMO energy, Ha: -0.2588
Total energy, Ha: -773.46140